Record 1
This record from the OMol25 dataset describes a 2-piece molecular cluster, C4H12 overall. The level of theory is the ωB97M-V functional and the def2-TZVPD basis.

Each line ends with the natural charge from an NBO analysis.
Atoms and positions in Å:
C 0.9084 0.7927 -2.2690  -0.61
C 0.7748 -0.6603 -1.8025  -0.62
H 2.0253 1.0009 -2.2598  0.19
H 0.6366 1.2113 -3.2243  0.22
H 0.5740 1.4175 -1.5163  0.20
H -0.2268 -0.9427 -1.7558  0.21
H 1.4765 -0.8998 -1.0029  0.22
H 1.0595 -1.3792 -2.5829  0.20
C -0.4504 0.3082 1.5893  -0.63
C -1.4230 -0.4089 2.5542  -0.61
H -0.1941 -0.3112 0.6745  0.21
H -0.7499 1.2003 1.0933  0.21
H 0.5789 0.3106 2.0561  0.21
H -1.9075 -1.1980 2.0386  0.21
H -0.9593 -0.7552 3.4443  0.21
H -2.1230 0.3138 2.9631  0.20

Calculated values
frontier orbital gap	12.4	eV
total energy	-159.54749	hartree
LUMO	1.16	eV
SMILES	CC.CC

Record 2
This record from the OMol25 dataset describes a 2-piece molecular cluster, C4H12 overall. The level of theory is the ωB97M-V functional and the def2-TZVPD basis.

Each line ends with the natural charge from an NBO analysis.
Atoms and positions in Å:
C -1.5778 0.7928 -2.6114  -0.61
C -1.0974 0.0996 -1.3633  -0.61
H -1.5608 1.8867 -2.5294  0.20
H -1.0761 0.4632 -3.5225  0.20
H -2.6430 0.6703 -2.8217  0.20
H -1.3862 -0.9529 -1.3412  0.21
H -1.7016 0.4521 -0.5212  0.20
H -0.0369 0.2468 -1.2070  0.21
C 1.6289 0.1221 2.4175  -0.61
C 1.1810 -1.0831 1.5977  -0.61
H 1.2803 0.0921 3.4503  0.20
H 2.7112 0.2191 2.4938  0.20
H 1.2645 1.0338 1.9461  0.20
H 1.5234 -1.0010 0.5628  0.20
H 0.1080 -0.9950 1.3976  0.20
H 1.3825 -2.0465 2.0519  0.21

Calculated values
frontier orbital gap	12.7	eV
total energy	-159.57552	hartree
LUMO	1.11	eV
SMILES	CC.CC

Record 3
This record from the OMol25 dataset describes a 2-piece molecular cluster, C4H12 overall. The level of theory is the ωB97M-V functional and the def2-TZVPD basis.

Each line ends with the natural charge from an NBO analysis.
Atoms and positions in Å:
C 2.5277 -0.6929 -0.0522  -0.62
C 1.4118 -1.5850 0.5298  -0.62
H 2.1754 -0.1735 -0.9457  0.21
H 2.8013 0.0561 0.6791  0.21
H 3.4049 -1.2323 -0.4097  0.21
H 1.7314 -2.6267 0.5854  0.21
H 1.1453 -1.1709 1.4992  0.20
H 0.4763 -1.6034 -0.0328  0.20
C -1.4225 0.8870 -0.7671  -0.61
C -2.4689 1.3976 0.2518  -0.60
H -0.8121 0.2098 -0.1863  0.20
H -1.9812 0.2838 -1.4859  0.20
H -0.8819 1.6673 -1.2853  0.21
H -2.8450 0.5634 0.8408  0.20
H -2.0216 2.0400 1.0142  0.20
H -3.2409 1.9797 -0.2352  0.20

Calculated values
frontier orbital gap	12.8	eV
total energy	-159.57311	hartree
LUMO	1.14	eV
SMILES	CC.CC

Record 4
This record from the OMol25 dataset describes a 2-piece molecular cluster, C4H12 overall. The level of theory is the ωB97M-V functional and the def2-TZVPD basis.

Each line ends with the natural charge from an NBO analysis.
Atoms and positions in Å:
C 0.8595 -0.4451 1.0543  -0.61
C 2.4070 -0.3578 1.2530  -0.61
H 0.3093 -0.1014 1.9138  0.21
H 0.6168 0.2534 0.2617  0.20
H 0.5502 -1.4025 0.6554  0.21
H 2.7596 0.4969 0.7008  0.20
H 2.6082 -0.2087 2.3142  0.20
H 2.9073 -1.2429 0.8723  0.21
C -1.9726 -0.2997 -1.0828  -0.62
C -1.3456 1.0952 -1.1939  -0.61
H -2.5472 -0.4188 -0.1647  0.20
H -2.5828 -0.7175 -1.8782  0.21
H -1.1310 -1.0056 -1.0704  0.20
H -2.0336 1.8168 -1.6354  0.21
H -0.9907 1.5028 -0.2471  0.21
H -0.4143 1.0350 -1.7530  0.20

Calculated values
frontier orbital gap	12.7	eV
total energy	-159.56895	hartree
LUMO	1.17	eV
SMILES	CC.CC

Record 5
This record from the OMol25 dataset describes a 2-piece molecular cluster, C4H12 overall. The level of theory is the ωB97M-V functional and the def2-TZVPD basis.

Each line ends with the natural charge from an NBO analysis.
Atoms and positions in Å:
C 0.7272 0.7024 -1.0965  -0.62
C 2.1479 1.1300 -1.2949  -0.62
H 0.7651 -0.2117 -0.4245  0.21
H 0.0487 1.3892 -0.6527  0.21
H 0.2993 0.3728 -2.0250  0.21
H 2.4983 1.1228 -2.3476  0.20
H 2.8549 0.3725 -0.9245  0.20
H 2.4229 2.0692 -0.8220  0.21
C -1.8312 -0.2962 1.4285  -0.64
C -1.0385 -1.5049 0.9649  -0.65
H -1.3999 0.7307 1.4119  0.21
H -2.8736 -0.3083 1.1787  0.22
H -1.7236 -0.1507 2.5143  0.21
H -1.6954 -2.4041 0.7873  0.22
H -0.0943 -1.7358 1.4437  0.22
H -1.0046 -1.6356 -0.1495  0.21

Calculated values
frontier orbital gap	11.4	eV
total energy	-159.52841	hartree
LUMO	1.16	eV
SMILES	CC.CC

Record 6
This record from the OMol25 dataset describes a 2-piece molecular cluster, C4H12 overall. The level of theory is the ωB97M-V functional and the def2-TZVPD basis.

Each line ends with the natural charge from an NBO analysis.
Atoms and positions in Å:
C 0.5792 1.9782 -0.7897  -0.61
C -0.7185 2.6774 -0.8029  -0.62
H 1.3169 2.7659 -1.2516  0.20
H 1.0632 1.6548 0.3031  0.20
H 0.6259 1.0744 -1.3231  0.21
H -1.3165 2.1852 0.0978  0.21
H -0.4658 3.8976 -0.5749  0.20
H -1.3036 2.6379 -1.8521  0.22
C -0.2082 -2.8466 1.3036  -0.64
C 0.1445 -1.8142 0.2584  -0.62
H 0.7449 -3.4368 1.6799  0.20
H -0.6650 -2.4476 2.1728  0.22
H -0.4993 -3.8479 0.8881  0.22
H -0.9308 -1.3950 -0.2203  0.20
H 0.7862 -2.1121 -0.5938  0.21
H 0.8469 -0.9712 0.7046  0.21

Calculated values
frontier orbital gap	11.8	eV
total energy	-159.49166	hartree
LUMO	1.03	eV
SMILES	CC.CC

no.,maximum force (eV/A)
1,3.69
2,1.33
3,1.76
4,1.62
5,3.50
6,5.18